{
  "formula": "C35H49AsNO4Zr",
  "method": "ωB97M-V/def2-TZVPD",
  "relative_energy_ev": 0.216,
  "gap_ev": 8.6,
  "energy_ev": -108887.779,
  "charge": 1,
  "e_lumo_ev": -3.014,
  "homo_ev": -11.6,
  "elements": ["Zr", "C", "C", "C", "C", "C", "C", "C", "C", "C", "C", "C", "C", "C", "C", "C", "C", "C", "H", "H", "H", "H", "H", "H", "H", "H", "H", "H", "H", "H", "H", "H", "H", "H", "H", "H", "H", "H", "H", "H", "H", "H", "H", "H", "H", "H", "H", "O", "C", "C", "O", "O", "C", "C", "C", "C", "C", "C", "C", "C", "C", "C", "C", "C", "H", "H", "H", "H", "H", "H", "H", "H", "H", "H", "H", "C", "As", "C", "C", "O", "H", "H", "H", "H", "H", "H", "H", "H", "H", "N", "C"],
  "xyz": [[0.286, -0.149, -0.070], [1.478, -2.075, -1.123], [0.803, -2.692, -0.018], [-0.602, -2.560, -0.279], [-0.716, -1.853, -1.519], [0.554, -1.616, -2.081], [0.872, -1.130, -3.479], [2.059, -0.166, -3.465], [-0.347, -0.475, -4.129], [1.252, -2.374, -4.300], [-1.893, -3.204, 0.258], [-2.297, -4.248, -0.805], [-1.798, -3.943, 1.588], [-3.020, -2.170, 0.391], [1.630, -3.508, 0.991], [1.617, -4.963, 0.486], [1.155, -3.472, 2.461], [3.099, -3.039, 0.975], [2.547, -1.997, -1.222], [-1.655, -1.591, -1.983], [1.865, 0.707, -2.843], [2.275, 0.176, -4.479], [2.962, -0.644, -3.081], [-0.731, 0.347, -3.524], [-1.155, -1.195, -4.271], [-0.079, -0.094, -5.116], [2.139, -2.858, -3.888], [1.468, -2.091, -5.332], [0.437, -3.099, -4.310], [-1.491, -4.962, -0.983], [-2.548, -3.777, -1.756], [-3.172, -4.803, -0.463], [-1.088, -4.765, 1.554], [-2.777, -4.373, 1.809], [-1.540, -3.287, 2.415], [-3.138, -1.550, -0.498], [-2.856, -1.505, 1.238], [-3.964, -2.695, 0.547], [0.609, -5.378, 0.478], [2.233, -5.586, 1.137], [2.017, -5.024, -0.527], [0.658, -4.395, 2.749], [0.461, -2.666, 2.676], [2.012, -3.365, 3.129], [3.591, -3.248, 0.026], [3.651, -3.581, 1.742], [3.202, -1.968, 1.170], [0.943, -0.401, 2.152], [0.449, 0.690, 2.982], [-0.707, 1.234, 2.080], [-1.099, 2.372, 2.094], [-1.215, 0.287, 1.310], [-0.194, 0.135, 4.248], [-1.086, -0.930, 4.146], [-1.689, -1.450, 5.278], [-1.417, -0.900, 6.523], [-0.544, 0.171, 6.627], [0.069, 0.689, 5.495], [1.596, 1.653, 3.256], [1.433, 3.032, 3.327], [2.519, 3.852, 3.607], [3.775, 3.311, 3.827], [3.940, 1.935, 3.782], [2.858, 1.117, 3.506], [1.614, -0.949, 2.586], [-1.320, -1.332, 3.170], [-2.377, -2.281, 5.188], [-1.890, -1.303, 7.409], [-0.334, 0.606, 7.595], [0.755, 1.520, 5.591], [0.460, 3.471, 3.179], [2.373, 4.923, 3.662], [4.617, 3.955, 4.043], [4.911, 1.494, 3.964], [3.028, 0.046, 3.498], [-2.253, 3.431, -2.129], [-0.466, 2.971, -1.627], [0.724, 3.225, -3.103], [0.036, 4.100, -0.165], [-0.543, 1.305, -1.301], [-2.307, 4.497, -2.345], [-2.912, 3.194, -1.295], [-2.547, 2.861, -3.007], [0.598, 4.237, -3.489], [0.486, 2.501, -3.878], [1.749, 3.087, -2.764], [0.159, 5.095, -0.597], [0.966, 3.760, 0.278], [-0.760, 4.102, 0.574], [1.985, 1.579, -0.159], [2.679, 0.645, -0.015]],
  "forces_ev_per_a": [[-0.2, 0.1, 0.0], [0.0, 0.0, 0.1], [0.1, 0.1, -0.1], [-0.1, 0.1, 0.0], [-0.1, 0.1, 0.0], [-0.1, 0.1, 0.2], [0.0, 0.0, 0.0], [0.0, 0.1, 0.0], [0.0, 0.0, 0.0], [0.0, 0.0, 0.0], [0.0, -0.1, 0.0], [0.0, 0.0, 0.0], [0.0, 0.0, 0.0], [0.0, 0.0, 0.0], [0.0, 0.0, 0.0], [0.0, 0.0, 0.0], [0.0, 0.0, 0.1], [0.0, 0.0, 0.0], [0.0, 0.0, 0.0], [0.0, 0.0, 0.0], [0.0, 0.0, 0.0], [0.0, 0.0, 0.0], [0.0, 0.0, 0.0], [0.0, 0.0, 0.0], [0.0, 0.0, 0.0], [0.0, 0.0, 0.0], [0.0, 0.0, 0.0], [0.0, 0.0, 0.0], [0.0, 0.0, 0.0], [0.0, 0.0, 0.0], [0.0, 0.0, 0.0], [0.0, 0.0, 0.0], [0.0, 0.0, 0.0], [0.0, 0.0, 0.0], [0.0, 0.0, 0.0], [0.0, 0.0, 0.0], [0.0, 0.0, 0.0], [0.0, 0.0, 0.0], [0.0, 0.0, 0.0], [0.0, 0.0, 0.0], [0.0, 0.0, 0.0], [0.0, 0.0, 0.0], [0.0, 0.0, 0.0], [0.0, 0.0, 0.0], [0.0, 0.0, 0.0], [0.0, 0.0, 0.0], [0.0, 0.0, 0.0], [0.1, -0.3, -0.3], [-0.1, 0.2, 0.0], [-0.2, 0.0, 0.4], [-0.1, 0.0, 0.2], [0.5, 0.2, -0.6], [0.1, 0.0, 0.0], [0.0, 0.0, 0.0], [0.0, 0.0, 0.0], [0.0, 0.0, 0.0], [0.0, 0.0, 0.0], [0.1, 0.0, 0.0], [0.0, 0.0, 0.0], [0.0, 0.0, 0.0], [0.0, 0.0, 0.0], [0.0, 0.0, 0.0], [0.0, 0.0, 0.0], [0.0, 0.0, 0.0], [-0.1, 0.3, -0.1], [0.0, 0.0, 0.0], [0.0, 0.0, 0.0], [0.0, 0.0, 0.0], [0.0, 0.0, 0.0], [0.0, 0.0, 0.0], [0.0, 0.0, 0.0], [0.0, 0.0, 0.0], [0.0, 0.0, 0.0], [0.0, 0.0, 0.0], [0.0, 0.0, 0.0], [0.1, 0.1, 0.0], [-0.1, 0.0, 0.1], [0.0, 0.1, 0.1], [-0.1, 0.1, -0.2], [0.3, -0.5, 0.4], [0.0, 0.0, 0.0], [0.0, 0.0, 0.0], [0.0, 0.0, 0.0], [0.0, 0.0, 0.0], [0.0, 0.0, 0.0], [0.0, 0.0, 0.0], [0.0, 0.0, 0.0], [0.0, -0.1, 0.0], [0.0, 0.0, 0.0], [-0.1, -0.3, 0.0], [0.1, 0.0, 0.0]]
}